(1)
Density functional theory data (ωB97M-V/def2-TZVPD) for a structure of composition C16H20F8N6O3S4Ta.

Last column: natural (NBO) charge in e.
Cartesian coordinates (Å):
Ta: -0.47 -0.33 -0.44  1.576
S: 0.82 -1.40 1.47  -0.068
S: 0.05 2.37 -0.65  2.157
S: -0.11 -1.90 -2.09  0.128
S: -1.89 -2.45 0.04  0.424
F: 4.95 -0.95 -4.95  -0.227
F: 1.85 4.11 -0.41  -0.253
F: 0.62 -2.87 -4.77  -0.271
F: 4.58 0.11 -2.53  -0.261
F: 2.07 -0.17 -1.20  -0.320
F: 2.36 2.61 -1.96  -0.254
F: 0.86 4.20 -2.30  -0.236
F: 2.94 -2.63 -5.99  -0.229
O: 0.33 1.45 0.51  -0.943
O: -0.99 3.31 -0.39  -0.830
O: -0.37 1.26 -1.69  -0.951
N: -2.15 0.31 1.14  -0.641
N: -2.59 0.11 -1.51  -0.634
N: 1.81 0.42 3.26  -0.189
N: 3.95 0.28 3.04  -0.195
N: 0.54 0.76 3.72  -0.633
N: 3.33 -0.52 2.11  -0.311
C: 2.80 -1.98 -4.87  0.308
C: 1.58 -2.10 -4.20  0.387
C: 2.02 -0.38 2.18  0.266
C: -3.48 1.09 -0.78  -0.256
C: 3.29 1.70 4.90  -0.703
C: 3.58 -0.55 -3.10  0.280
C: -2.27 -0.69 2.24  -0.243
C: -2.58 -2.09 1.69  -0.546
C: 1.32 -1.53 -2.95  -0.374
C: 2.38 -0.74 -2.42  0.360
C: -3.55 0.65 0.67  -0.238
C: 3.02 0.82 3.76  0.381
C: -3.36 -2.28 -1.07  -0.520
C: 3.79 -1.14 -4.37  0.351
C: 1.49 3.44 -1.45  0.924
C: -3.28 -1.14 -2.05  -0.250
H: 0.52 1.79 3.78  0.389
H: -2.23 0.58 -2.34  0.434
H: -2.11 -2.83 2.36  0.288
H: -2.72 -1.54 -2.92  0.250
H: -3.63 -2.36 1.60  0.261
H: -4.23 -0.81 -2.36  0.249
H: -1.73 1.14 1.56  0.424
H: 2.79 2.72 4.89  0.265
H: -4.21 -2.23 -0.41  0.250
H: -3.44 -3.28 -1.56  0.296
H: -3.03 2.06 -0.84  0.246
H: -1.38 -0.72 2.80  0.254
H: 3.08 1.16 5.86  0.278
H: -3.93 1.44 1.29  0.256
H: -4.52 1.16 -1.14  0.258
H: 4.38 1.87 4.88  0.298
H: 3.96 -1.16 1.58  0.481
H: 0.47 0.46 4.70  0.400
H: -4.19 -0.22 0.84  0.217
H: -3.15 -0.40 2.82  0.241

Output
Net charge: +3
2S+1: 1
Energy above the lowest of the compared OMol25 structures with the same formula, charge and spin in eV: 0.053

---

(2)
Density functional theory data (ωB97M-V/def2-TZVPD) for the molecule C5H4N2O.

Last column: natural (NBO) charge in e.
Cartesian coordinates (Å):
O: 0.98 0.35 1.02  -0.437
N: -0.29 0.77 -2.31  -0.181
N: -0.89 -0.55 -1.57  -0.265
C: 0.00 0.75 0.03  -0.089
C: 0.37 -0.64 1.60  0.163
C: 0.39 1.31 -1.22  0.009
C: -0.68 -0.46 -0.39  0.179
C: -0.38 -1.44 0.75  -0.311
H: -0.85 1.25 0.64  0.254
H: 0.93 -1.05 2.35  0.195
H: 1.11 2.17 -1.52  0.236
H: -0.70 -2.45 0.63  0.248

Output
SMILES string: C1=CC2=NN=C[C@@H]2O1
2S+1: 1
Energy above the lowest of the compared OMol25 structures with the same formula, charge and spin in eV: 4.753

---

(3)
Density functional theory data (ωB97M-V/def2-TZVPD) for a structure of composition C22H43HoN2P3S.

Last column: Löwdin spin population.
Cartesian coordinates (Å):
Ho: 0.27 0.46 -0.16  4.045
S: -1.39 4.03 -3.13  0.000
P: 0.85 -1.81 -1.83  -0.007
P: -1.49 -0.91 1.66  -0.008
P: -2.09 0.54 -1.52  -0.006
N: 2.07 -0.24 1.30  -0.007
N: 3.08 1.83 1.74  0.000
C: -0.85 -1.47 3.29  -0.001
C: -0.08 2.66 0.90  -0.007
C: 3.05 0.49 1.91  0.000
C: 4.05 -0.09 2.73  0.000
C: 1.93 -3.20 -1.34  -0.001
C: -0.46 -2.79 -2.67  -0.001
C: -1.46 8.07 -3.36  0.000
C: -0.86 7.19 -5.53  0.000
C: -3.42 -0.69 -1.73  -0.002
C: -1.57 0.71 -3.27  0.000
C: -1.37 5.65 -3.71  0.000
C: 4.03 -1.46 2.96  0.000
C: -3.03 -0.08 2.21  -0.001
C: -1.07 5.89 -5.07  0.000
C: 1.79 -1.23 -3.30  0.000
C: -3.09 2.00 -1.05  0.000
C: 0.53 2.91 -0.32  0.000
C: -1.70 6.77 -2.90  0.000
C: 2.06 -1.59 1.58  0.001
C: -0.97 8.28 -4.66  0.000
C: 3.01 -2.21 2.37  0.000
C: -2.21 -2.52 1.11  -0.001
H: -0.01 -3.61 -3.25  0.000
H: -1.14 2.87 1.05  0.000
H: -2.14 6.59 -1.92  0.000
H: -0.12 -2.28 3.17  0.000
H: -3.55 -0.72 2.94  0.000
H: -0.60 7.36 -6.58  0.000
H: -2.86 -2.92 1.90  0.000
H: 2.73 -0.78 -2.96  0.000
H: -2.80 -2.41 0.20  0.000
H: 1.44 -3.84 -0.60  0.000
H: -1.67 8.94 -2.71  0.000
H: -1.14 -3.23 -1.92  0.000
H: -1.18 -0.24 -3.66  0.000
H: 2.94 -3.29 2.52  0.000
H: 4.79 -1.93 3.57  0.000
H: -2.77 0.88 2.70  0.000
H: 1.25 -2.18 1.14  0.000
H: 1.62 2.86 -0.53  0.000
H: -3.87 2.14 -1.80  0.000
H: 3.79 2.33 2.26  0.000
H: 2.38 2.37 1.24  0.000
H: -0.05 3.61 -3.13  0.000
H: -0.36 -0.63 3.81  0.000
H: -2.43 1.03 -3.86  0.000
H: -1.06 -2.18 -3.35  0.000
H: -3.95 -0.85 -0.78  0.000
H: -0.77 1.47 -3.36  0.000
H: -3.00 -1.64 -2.08  0.000
H: -3.71 0.12 1.37  0.000
H: -2.48 2.91 -0.98  0.000
H: -3.55 1.83 -0.06  0.000
H: -4.12 -0.29 -2.47  0.000
H: -0.71 9.29 -4.99  0.000
H: 2.18 -3.82 -2.22  0.000
H: 2.01 -2.06 -3.98  0.000
H: 2.87 -2.83 -0.90  0.000
H: 0.47 2.50 1.84  0.000
H: 4.79 0.57 3.19  0.000
H: -1.02 5.04 -5.73  0.000
H: -1.40 -3.24 0.93  0.000
H: 1.21 -0.46 -3.83  0.000
H: -1.68 -1.83 3.90  0.000
H: -0.03 3.42 -1.12  0.000

Output
Net charge: +3
2S+1: 5
⟨S²⟩: 6.005
Energy above the lowest of the compared OMol25 structures with the same formula, charge and spin in eV: 0.000

---

(4)
Density functional theory data (ωB97M-V/def2-TZVPD) for the molecule C8H15PSi.

Last column: natural (NBO) charge in e.
Cartesian coordinates (Å):
P: 1.11 -0.37 1.73  0.708
Si: 0.25 -0.84 -1.18  1.566
C: -1.11 1.90 0.59  -0.342
C: -1.08 1.92 2.03  -0.202
C: -1.13 -2.01 -0.30  -1.078
C: -0.49 0.20 -2.60  -1.103
C: 1.09 1.04 2.78  -0.573
C: 0.03 1.91 2.92  -0.205
C: 1.78 -1.99 -1.86  -1.076
C: 0.73 0.34 0.21  -1.064
H: -1.27 0.80 -2.21  0.230
H: -2.16 -1.70 -0.56  0.231
H: 1.71 0.98 3.71  0.222
H: -0.38 2.39 0.01  0.203
H: -0.82 -0.43 -3.46  0.242
H: 2.72 -1.76 -1.31  0.240
H: 1.63 -2.97 -1.41  0.232
H: -1.94 1.55 2.56  0.207
H: 0.30 0.87 -3.06  0.238
H: -0.01 2.29 3.91  0.220
H: -2.04 1.88 0.18  0.194
H: -1.07 -3.07 -0.44  0.232
H: 1.86 -2.15 -3.00  0.241
H: -1.03 -1.95 0.81  0.234
H: 1.27 1.17 -0.05  0.202

Output
SMILES string: C=C/C=C\P=C\[Si](C)(C)C
2S+1: 1
Energy above the lowest of the compared OMol25 structures with the same formula, charge and spin in eV: 2.008

---

(5)
Density functional theory data (ωB97M-V/def2-TZVPD) for the molecule C4H7NO2.

Last column: natural (NBO) charge in e.
Cartesian coordinates (Å):
O: -1.38 -0.57 1.29  -0.709
O: 1.23 1.16 -0.12  -0.509
N: 1.14 -1.17 -0.34  -0.488
C: 1.75 -0.09 -0.08  0.398
C: -0.15 1.28 0.27  -0.102
C: -0.22 -0.97 -0.81  -0.286
C: -1.00 0.02 0.05  0.047
H: -0.61 -1.04 1.63  0.469
H: -0.17 1.53 1.33  0.198
H: -0.74 -1.93 -0.82  0.216
H: -0.18 -0.60 -1.85  0.204
H: -1.94 0.29 -0.44  0.191
H: 2.81 -0.07 0.19  0.173
H: -0.53 2.14 -0.29  0.198

Output
SMILES string: O[C@@H]1CN=COC1
2S+1: 1
Energy above the lowest of the compared OMol25 structures with the same formula, charge and spin in eV: 1.595

---

(6)
Density functional theory data (ωB97M-V/def2-TZVPD) for a structure of composition C34H33GeIMnN5O3S.

Last column: Löwdin spin population.
Cartesian coordinates (Å):
I: -1.08 -0.23 2.48  0.468
Ge: -2.82 -0.14 -1.10  0.001
Mn: 2.01 1.60 2.09  1.384
S: 1.78 1.65 4.40  0.000
O: -0.09 1.61 2.02  0.292
O: -0.29 2.99 0.25  0.022
O: 2.01 3.26 2.06  0.629
N: 1.98 -0.54 2.18  0.019
N: 3.82 1.61 2.13  -0.004
N: 2.04 1.55 -0.01  0.003
N: 4.10 1.69 5.64  -0.003
N: 4.35 1.63 3.39  -0.007
C: 0.78 -2.61 2.41  0.013
C: 4.33 1.59 0.95  0.002
C: 0.84 -1.23 2.33  0.065
C: -4.80 -0.44 -3.32  0.000
C: -0.70 -1.14 -2.80  0.000
C: -3.69 -1.44 0.14  0.007
C: -4.69 -2.33 -0.25  0.001
C: -3.30 -1.47 1.46  0.020
C: 0.02 -1.06 -0.52  0.000
C: -5.29 -0.17 -4.59  0.000
C: 1.79 1.51 -2.41  0.001
C: 3.15 -2.65 2.17  -0.002
C: 3.96 1.54 -1.48  0.001
C: 1.51 -1.88 -2.23  0.000
C: -3.43 1.29 -4.99  0.000
C: -4.85 -3.21 1.99  -0.001
C: 5.81 1.60 0.71  0.000
C: 0.53 -1.66 -3.18  0.000
C: -5.26 -3.21 0.66  0.007
C: 3.11 -1.27 2.10  0.009
C: 3.15 1.52 -2.60  -0.002
C: -0.98 -0.83 -1.47  0.000
C: 1.25 -1.58 -0.91  0.000
C: 1.29 1.52 -1.11  -0.002
C: -3.61 0.14 -2.87  0.000
C: -3.86 -2.33 2.39  0.013
C: -4.60 0.70 -5.43  0.000
C: -2.94 1.02 -3.72  0.000
C: -0.82 2.28 1.04  0.008
C: 1.96 -3.33 2.33  0.006
C: -2.96 1.75 -0.36  0.001
C: -2.36 2.20 1.01  0.014
C: 3.47 1.66 4.46  -0.005
C: 3.37 1.56 -0.22  -0.001
H: -2.57 -0.78 1.76  0.016
H: -0.15 -0.81 0.54  0.002
H: 0.24 1.50 -0.97  0.000
H: 4.02 -0.70 1.98  0.001
H: 3.57 1.51 -3.59  0.000
H: -4.98 0.91 -6.42  0.000
H: 6.11 0.70 0.16  0.000
H: -5.37 -1.11 -2.69  0.000
H: -2.77 1.57 1.81  0.010
H: -2.03 1.50 -3.40  0.000
H: 3.54 1.71 6.48  0.000
H: 4.09 -3.17 2.11  0.000
H: 1.10 1.48 -3.24  0.000
H: 5.35 1.64 3.52  0.000
H: 1.94 -4.41 2.39  0.000
H: -2.68 3.22 1.22  0.001
H: -6.21 -0.63 -4.92  0.000
H: 2.02 -1.75 -0.17  0.000
H: -2.89 1.98 -5.64  0.000
H: 5.10 1.70 5.74  0.000
H: -2.57 2.44 -1.12  0.001
H: -1.45 -0.99 -3.57  0.000
H: -4.04 1.91 -0.31  0.000
H: -3.53 -2.32 3.43  0.003
H: -0.17 -3.12 2.53  0.008
H: 6.09 2.48 0.13  0.000
H: -6.03 -3.89 0.33  0.000
H: -5.30 -3.90 2.69  0.000
H: 5.03 1.55 -1.60  0.000
H: -5.03 -2.37 -1.28  0.000
H: 2.47 -2.28 -2.52  0.000
H: 6.36 1.62 1.64  0.000
H: 0.72 -1.89 -4.22  0.000

Output
Net charge: +1
2S+1: 4
⟨S²⟩: 3.785
Energy above the lowest of the compared OMol25 structures with the same formula, charge and spin in eV: 6.470